(1)
15
Properties=species:S:1:pos:R:3 method="wB97M-V/def2-TZVPD" charge=0 homo_energy_ev=-8.3142 homo_lumo_gap_ev=9.02 spin_multiplicity=1 smiles="S=C1NC[C@@H]2C[C@H]2O1"
S 3.391 -0.488 -0.131
C 1.772 -0.267 0.031
N 1.191 0.936 0.174
C -0.213 1.352 0.030
C -0.813 0.101 -0.503
C -1.705 -1.108 -0.167
C -0.338 -0.958 0.407
O 0.984 -1.384 0.093
H 1.868 1.685 0.120
H -0.286 2.155 -0.687
H -0.666 1.603 1.030
H -0.407 -0.057 -1.486
H -1.905 -1.755 -1.035
H -2.480 -1.071 0.602
H -0.394 -0.744 1.522

=====

(2)
16
Properties=species:S:1:pos:R:3 method="wB97M-V/def2-TZVPD" charge=0 homo_energy_ev="-7.0397 / -7.0418" homo_lumo_gap_ev="7.52 / 7.53" spin_multiplicity=1
C -2.760 0.586 -0.521
C -1.930 -0.325 0.048
C -0.497 -0.400 0.073
N 2.900 0.501 0.054
N -0.025 -1.349 0.901
N 0.282 0.267 -0.841
O -0.558 -1.948 1.852
H -3.937 0.544 -0.503
H -2.339 1.369 -1.059
H -2.381 -1.101 0.604
H 3.366 -0.201 0.555
H 3.255 0.887 -0.780
H 1.014 -1.339 0.788
H 2.501 1.189 0.749
H 1.305 0.385 -0.530
H -0.195 0.935 -1.390

=====

(3)
78
Properties=species:S:1:pos:R:3 method="wB97M-V/def2-TZVPD" charge=0 homo_energy_ev=-7.9881 homo_lumo_gap_ev=7.90 spin_multiplicity=1 smiles="CCP(CC)[C@H]1C[C@@H]([PH2]=S)C(=O)N1.Fc1ccccc1.Fc1ccccc1.Fc1ccccc1.Fc1ccccc1"
C 1.950 -4.296 1.877
C 0.371 -4.192 2.416
P -0.830 -3.556 1.077
C -2.651 -4.002 1.427
C -3.322 -3.249 2.718
C -0.575 -1.713 0.654
C -1.761 -0.619 0.941
C -1.046 0.485 1.965
P -0.661 -0.140 3.758
S -2.220 -0.115 4.923
C 0.460 0.492 1.300
O 1.279 1.524 0.993
N 0.715 -1.015 1.114
H 2.110 -5.348 1.344
H 2.731 -4.192 2.772
H 2.187 -3.463 1.067
H 0.355 -3.607 3.429
H 0.071 -5.317 2.665
H -3.329 -3.848 0.470
H -2.682 -5.172 1.662
H -2.495 -2.764 3.389
H -4.125 -2.467 2.313
H -3.965 -4.039 3.340
H -0.538 -1.747 -0.539
H -2.853 -0.969 1.172
H -1.835 -0.030 -0.091
H -1.655 1.505 1.924
H -0.123 -1.495 3.682
H 0.401 0.655 4.379
H 1.237 -0.963 0.189
F -1.847 4.173 -1.538
C -0.546 4.491 -1.579
C 0.360 3.765 -0.814
C 1.715 4.092 -0.860
C 2.148 5.149 -1.664
C 1.230 5.875 -2.425
C -0.123 5.540 -2.387
H 0.004 2.952 -0.189
H 2.433 3.525 -0.271
H 3.205 5.406 -1.697
H 1.569 6.700 -3.047
H -0.849 6.088 -2.979
F -0.470 0.744 -7.729
C -0.299 1.891 -7.059
C -0.821 2.019 -5.776
C -0.639 3.211 -5.076
C 0.055 4.267 -5.671
C 0.572 4.131 -6.960
C 0.399 2.935 -7.656
H -1.365 1.190 -5.334
H -1.037 3.318 -4.070
H 0.194 5.199 -5.126
H 1.108 4.956 -7.423
H 0.801 2.809 -8.656
F 3.541 -6.656 0.373
C 4.848 -6.717 0.662
C 5.497 -5.582 1.137
C 6.856 -5.645 1.443
C 7.555 -6.841 1.260
C 6.896 -7.973 0.778
C 5.534 -7.913 0.483
H 4.939 -4.660 1.265
H 7.371 -4.766 1.822
H 8.616 -6.889 1.494
H 7.443 -8.902 0.633
H 5.004 -8.785 0.116
F -7.539 4.867 2.004
C -6.242 4.543 2.093
C -5.420 4.701 0.983
C -4.068 4.368 1.076
C -3.556 3.871 2.277
C -4.391 3.711 3.384
C -5.739 4.054 3.293
H -5.837 5.081 0.056
H -3.415 4.496 0.216
H -2.503 3.607 2.348
H -3.990 3.319 4.316
H -6.400 3.944 4.147